No. 1
{
  "formula": "C5H10NdO3",
  "method": "wB97M-V/def2-TZVPD",
  "symbols": ["C", "O", "C", "O", "C", "C", "O", "C", "Nd", "H", "H", "H", "H", "H", "H", "H", "H", "H", "H"],
  "xyz": [[2.757, 0.844, 0.457], [1.888, 1.923, 0.334], [2.222, -0.386, -0.274], [0.840, -0.509, 0.131], [-0.022, -1.253, -0.617], [-1.431, -1.028, -0.224], [-1.623, 0.390, -0.059], [-2.979, 0.749, 0.212], [0.080, 1.704, 0.420], [2.920, 0.573, 1.519], [3.753, 1.063, 0.030], [2.754, -1.308, -0.009], [2.240, -0.238, -1.364], [0.341, -2.146, -1.123], [-1.687, -1.512, 0.738], [-2.110, -1.405, -1.001], [-3.025, 1.840, 0.286], [-3.616, 0.407, -0.613], [-3.302, 0.292, 1.157]],
  "total_charge": 2,
  "mol_weight_g_mol": 262.4,
  "e_lumo_ev": [-8.62, -8.68],
  "orbital_gap_ev": [7.70, 10.80],
  "de_lowest_kj_mol": 0.0,
  "multiplicity": 5
}

***

No. 2
{
  "formula": "C2H6N4O",
  "method": "wB97M-V/def2-TZVPD",
  "symbols": ["C", "N", "C", "N", "N", "N", "O", "H", "H", "H", "H", "H", "H"],
  "xyz": [[-1.630, 0.614, -0.483], [0.638, 0.491, 1.449], [0.542, -0.183, 0.194], [0.115, -1.513, 0.285], [2.127, -0.086, -0.243], [-0.234, 0.852, -0.229], [2.586, 0.876, -0.746], [1.253, 1.303, 1.412], [-0.246, -1.908, -0.572], [0.808, -2.131, 0.684], [-2.059, -0.161, 0.160], [-2.169, 1.556, -0.385], [-1.732, 0.290, -1.527]],
  "mol_weight_g_mol": 102.1,
  "e_lumo_ev": [-0.60, -0.60],
  "orbital_gap_ev": [7.56, 7.56],
  "de_lowest_kj_mol": 650.7,
  "multiplicity": 1
}

***

No. 3
{
  "formula": "C34H82N6O7PS2",
  "method": "wB97M-V/def2-TZVPD",
  "symbols": ["C", "C", "O", "O", "C", "C", "C", "C", "C", "C", "C", "C", "S", "O", "O", "N", "S", "O", "O", "P", "N", "O", "H", "H", "H", "H", "H", "H", "H", "H", "H", "H", "H", "H", "H", "H", "H", "H", "H", "H", "H", "H", "H", "H", "C", "C", "N", "C", "C", "C", "C", "H", "H", "H", "H", "H", "H", "H", "H", "H", "H", "H", "H", "H", "H", "H", "C", "C", "N", "C", "C", "C", "C", "H", "H", "H", "H", "H", "H", "H", "H", "H", "H", "H", "H", "H", "H", "H", "C", "C", "N", "C", "C", "C", "C", "H", "H", "H", "H", "H", "H", "H", "H", "H", "H", "H", "H", "H", "H", "H", "C", "C", "N", "C", "C", "C", "C", "H", "H", "H", "H", "H", "H", "H", "H", "H", "H", "H", "H", "H", "H", "H"],
  "xyz": [[7.241, 0.126, -3.115], [6.859, 1.474, -2.320], [6.102, 1.356, -1.351], [7.460, 2.677, -2.764], [6.548, 3.488, -3.546], [6.340, 2.977, -5.060], [4.939, 3.568, -5.555], [4.540, 3.180, -7.056], [3.385, 2.061, -7.149], [3.663, 0.757, -6.266], [2.391, 0.300, -5.372], [1.427, -0.729, -6.137], [-0.061, -0.956, -5.014], [-0.530, -2.383, -5.116], [0.380, -0.702, -3.587], [-1.190, 0.209, -5.530], [-2.478, 0.359, -4.430], [-2.984, -0.929, -3.846], [-3.632, 0.977, -5.216], [-2.084, 1.680, -2.763], [-3.088, 3.092, -3.099], [-0.467, 2.255, -2.774], [6.351, -0.578, -3.154], [8.091, -0.341, -2.498], [7.634, 0.342, -4.159], [5.536, 3.666, -3.065], [7.046, 4.520, -3.636], [6.360, 1.844, -5.042], [7.134, 3.364, -5.781], [4.080, 3.233, -4.878], [5.024, 4.707, -5.492], [4.087, 4.129, -7.522], [5.437, 2.856, -7.688], [3.339, 1.713, -8.240], [2.404, 2.575, -6.873], [4.528, 0.862, -5.530], [3.948, -0.082, -6.980], [1.831, 1.192, -4.930], [2.840, -0.293, -4.496], [1.901, -1.744, -6.299], [1.080, -0.223, -7.098], [-2.886, 3.848, -2.425], [-2.964, 3.410, -4.070], [-0.499, 3.211, -2.991], [0.544, -3.857, 3.059], [-0.173, -3.437, 1.782], [0.128, -2.080, 1.343], [-0.738, -1.624, 0.253], [-0.633, -2.349, -1.087], [1.543, -1.758, 1.178], [2.343, -2.595, 0.180], [0.302, -3.184, 3.887], [0.231, -4.866, 3.342], [1.629, -3.880, 2.933], [-1.248, -3.511, 1.979], [0.052, -4.174, 1.001], [-0.576, -0.554, 0.086], [-1.778, -1.697, 0.596], [0.254, -2.047, -1.640], [-1.493, -2.093, -1.712], [-0.625, -3.435, -0.977], [2.031, -1.832, 2.156], [1.645, -0.700, 0.912], [2.106, -3.659, 0.236], [3.415, -2.488, 0.386], [2.187, -2.257, -0.844], [3.929, 2.555, 6.552], [4.199, 2.665, 5.056], [4.180, 1.391, 4.348], [4.662, 1.496, 2.970], [3.846, 2.337, 1.989], [2.979, 0.580, 4.520], [1.647, 1.195, 4.095], [4.659, 1.901, 7.037], [4.005, 3.543, 7.013], [2.927, 2.177, 6.762], [5.191, 3.115, 4.941], [3.481, 3.377, 4.628], [4.780, 0.489, 2.554], [5.679, 1.905, 3.001], [2.950, 1.814, 1.655], [4.442, 2.540, 1.094], [3.552, 3.301, 2.408], [2.903, 0.295, 5.575], [3.108, -0.375, 3.998], [1.552, 2.243, 4.388], [0.822, 0.649, 4.566], [1.495, 1.119, 3.018], [-6.008, -1.513, 1.128], [-5.776, -1.408, -0.375], [-5.808, -2.684, -1.078], [-5.360, -2.581, -2.469], [-6.203, -1.746, -3.430], [-7.000, -3.499, -0.872], [-8.348, -2.891, -1.264], [-5.263, -2.162, 1.597], [-5.924, -0.522, 1.583], [-7.004, -1.894, 1.366], [-4.790, -0.955, -0.517], [-6.507, -0.700, -0.788], [-5.246, -3.588, -2.885], [-4.346, -2.168, -2.464], [-7.106, -2.274, -3.741], [-5.629, -1.542, -4.338], [-6.491, -0.783, -3.005], [-7.047, -3.779, 0.186], [-6.878, -4.454, -1.394], [-8.439, -1.844, -0.972], [-9.157, -3.440, -0.768], [-8.528, -2.971, -2.336], [-3.042, -0.754, 8.082], [-2.542, -0.698, 6.644], [-3.596, -0.759, 5.639], [-3.080, -0.932, 4.281], [-2.236, 0.195, 3.688], [-4.665, 0.225, 5.771], [-4.275, 1.703, 5.728], [-3.615, -1.668, 8.265], [-2.191, -0.748, 8.769], [-3.666, 0.106, 8.335], [-1.874, -1.554, 6.504], [-1.924, 0.202, 6.529], [-3.916, -1.138, 3.603], [-2.478, -1.848, 4.265], [-2.852, 1.036, 3.367], [-1.710, -0.166, 2.799], [-1.480, 0.562, 4.384], [-5.190, 0.038, 6.715], [-5.425, 0.036, 5.005], [-3.368, 1.917, 6.295], [-5.080, 2.309, 6.159], [-4.136, 2.052, 4.704]],
  "total_charge": -1,
  "mol_weight_g_mol": 782.2,
  "e_lumo_ev": 2.18,
  "orbital_gap_ev": 7.72,
  "multiplicity": 1
}

***

No. 4
{
  "formula": "C9H12N2O2S",
  "method": "wB97M-V/def2-TZVPD",
  "symbols": ["C", "C", "O", "C", "O", "C", "N", "S", "C", "C", "C", "C", "C", "N", "H", "H", "H", "H", "H", "H", "H", "H", "H", "H", "H", "H"],
  "xyz": [[3.683, 0.641, 0.051], [2.869, -0.409, -0.759], [1.457, -0.182, -0.500], [0.850, -1.320, -0.101], [1.514, -2.327, 0.054], [-0.597, -1.219, 0.270], [-1.438, -2.461, 0.067], [-0.526, -0.619, 2.099], [-1.463, 0.821, 1.804], [-1.786, 1.032, 0.531], [-2.530, 2.201, 0.033], [-1.239, 0.031, -0.496], [-2.243, -0.469, -1.424], [-3.201, -0.772, -1.988], [4.569, 1.018, -0.551], [3.205, 1.443, 0.576], [4.203, 0.167, 0.986], [2.933, -1.490, -0.640], [3.150, -0.115, -1.864], [-1.962, -2.630, 0.952], [-0.733, -3.148, -0.096], [-1.830, 1.409, 2.605], [-2.198, 3.079, 0.385], [-3.525, 2.275, 0.187], [-2.533, 2.380, -0.987], [-0.627, 0.663, -1.196]],
  "mol_weight_g_mol": 212.3,
  "e_lumo_ev": 0.51,
  "smiles": "CCOC(=O)[C@@]1(N)SC=C(C)[C@@H]1C#N",
  "orbital_gap_ev": 9.14,
  "de_lowest_kj_mol": 259.8,
  "multiplicity": 1
}

***

No. 5
{
  "formula": "C15H17ClFeNO8S",
  "method": "wB97M-V/def2-TZVPD",
  "symbols": ["Fe", "N", "C", "C", "O", "O", "H", "H", "H", "H", "O", "S", "O", "O", "O", "Cl", "C", "C", "C", "C", "O", "C", "C", "O", "C", "H", "H", "H", "H", "C", "C", "C", "C", "C", "C", "H", "H", "H", "H", "H", "H", "H", "H", "H"],
  "xyz": [[-0.512, -0.164, -0.288], [0.313, 1.162, 2.911], [-0.991, 0.718, 3.362], [-2.071, 0.270, 2.353], [-3.223, 0.214, 2.792], [-1.758, -0.014, 1.148], [0.805, 0.390, 2.474], [0.193, 1.827, 2.153], [-1.465, 1.509, 3.951], [-0.869, -0.124, 4.050], [3.082, -0.327, -0.085], [1.888, -1.015, -0.522], [2.135, -2.291, -1.151], [0.872, -1.138, 0.628], [1.023, -0.112, -1.420], [0.189, 6.450, -3.543], [0.088, 5.063, -2.468], [0.624, 5.159, -1.168], [0.562, 4.101, -0.312], [-0.034, 2.844, -0.688], [-0.059, 1.884, 0.119], [-0.593, 2.799, -2.012], [-1.329, 1.660, -2.472], [-1.574, 0.622, -1.866], [-0.511, 3.908, -2.874], [1.091, 6.087, -0.860], [0.979, 4.164, 0.685], [-1.744, 1.756, -3.492], [-0.941, 3.834, -3.867], [-3.626, -4.461, -0.867], [-2.210, -4.269, -1.427], [-2.251, -4.381, -2.957], [-1.289, -5.364, -0.868], [-1.690, -2.950, -1.041], [-1.234, -1.869, -0.747], [-4.019, -5.447, -1.142], [-4.295, -3.693, -1.257], [-3.619, -4.373, 0.220], [-2.640, -5.360, -3.262], [-1.249, -4.253, -3.370], [-2.889, -3.602, -3.376], [-1.646, -6.358, -1.163], [-1.258, -5.309, 0.221], [-0.273, -5.222, -1.236]],
  "total_charge": -2,
  "mol_weight_g_mol": 462.7,
  "e_lumo_ev": [4.14, 4.14],
  "orbital_gap_ev": [6.83, 6.79],
  "de_lowest_kj_mol": 0.0,
  "multiplicity": 2
}

***

No. 6
{
  "formula": "C30H50InP4Se",
  "method": "wB97M-V/def2-TZVPD",
  "symbols": ["In", "P", "P", "P", "H", "C", "C", "H", "C", "C", "C", "C", "C", "C", "C", "C", "C", "H", "H", "H", "H", "H", "H", "H", "H", "H", "H", "H", "H", "H", "H", "H", "H", "H", "H", "H", "H", "H", "H", "H", "H", "H", "H", "H", "H", "H", "C", "C", "C", "C", "C", "C", "Se", "H", "H", "H", "H", "H", "H", "C", "P", "C", "C", "C", "C", "C", "C", "C", "C", "C", "C", "C", "C", "H", "H", "H", "H", "H", "H", "H", "H", "H", "H", "H", "H", "H"],
  "xyz": [[-0.506, -0.066, -0.691], [0.602, 2.746, -0.642], [-3.075, 0.480, -1.330], [0.492, 0.178, -3.203], [3.572, -2.243, 0.866], [4.081, -1.952, -0.059], [4.726, -0.780, -0.153], [4.837, -0.119, 0.713], [0.879, 3.596, 0.963], [-0.356, 4.039, -1.537], [2.278, 2.978, -1.376], [-3.944, -1.066, -1.802], [-4.203, 1.174, -0.075], [-3.366, 1.536, -2.799], [2.298, -0.080, -3.266], [0.179, 1.609, -4.290], [-0.165, -1.225, -4.170], [4.017, -2.645, -0.906], [5.220, -0.468, -1.078], [1.455, 2.950, 1.637], [-0.073, 3.837, 1.450], [1.441, 4.523, 0.780], [-1.366, 4.101, -1.108], [-0.440, 3.795, -2.604], [0.142, 5.014, -1.423], [2.946, 2.178, -1.023], [2.678, 3.947, -1.041], [2.249, 2.960, -2.473], [-5.018, -0.847, -1.907], [-3.794, -1.829, -1.026], [-3.550, -1.452, -2.751], [-5.241, 0.918, -0.333], [-4.093, 2.264, -0.025], [-3.964, 0.760, 0.912], [-4.450, 1.665, -2.939], [-2.942, 1.068, -3.698], [-2.900, 2.520, -2.651], [2.540, -0.607, -4.199], [2.636, -0.686, -2.415], [2.826, 0.881, -3.242], [0.373, 1.307, -5.330], [0.834, 2.453, -4.040], [-0.867, 1.934, -4.207], [0.426, -1.312, -5.094], [-1.220, -1.050, -4.426], [-0.098, -2.156, -3.586], [0.238, -4.330, -1.000], [1.512, -4.535, -0.451], [2.107, -5.803, -0.509], [1.439, -6.877, -1.116], [0.169, -6.669, -1.672], [-0.420, -5.405, -1.621], [-0.824, -2.629, -0.854], [0.651, -1.366, -0.696], [2.042, -3.707, 0.025], [3.098, -5.969, -0.079], [1.895, -7.866, -1.161], [-0.370, -7.493, -2.143], [-1.411, -5.241, -2.050], [-1.077, -1.657, 2.523], [-0.510, 0.006, 2.022], [-1.687, 1.126, 2.882], [-2.207, 0.803, 4.145], [-3.036, 1.709, 4.816], [-3.382, 2.927, 4.224], [-2.887, 3.246, 2.952], [-2.067, 2.342, 2.273], [1.045, 0.195, 2.978], [2.225, 0.661, 2.350], [3.361, 0.924, 3.113], [3.373, 0.649, 4.485], [2.227, 0.121, 5.097], [1.070, -0.098, 4.347], [-2.115, -1.800, 2.202], [-1.004, -1.786, 3.608], [-0.454, -2.408, 2.017], [-1.968, -0.150, 4.620], [-3.423, 1.457, 5.805], [-4.027, 3.638, 4.745], [-3.147, 4.193, 2.477], [-1.710, 2.573, 1.264], [2.253, 0.818, 1.266], [4.253, 1.345, 2.641], [4.265, 0.841, 5.080], [2.228, -0.120, 6.159], [0.177, -0.497, 4.834]],
  "total_charge": 3,
  "mol_weight_g_mol": 728.4,
  "e_lumo_ev": -10.77,
  "orbital_gap_ev": 5.80,
  "de_lowest_kj_mol": 289.1,
  "multiplicity": 1
}